Density functional theory data (the ωB97M-V functional and the def2-TZVPD basis) for a molecular structure, C13H8CuF3N6S2 at a distorted geometry.

Summary:
Total energy (eV): -97014.1698
Lowest unoccupied orbital energy (eV): 4.50
HOMO level (eV): -1.15
ΔE to the lowest compared entry with this formula, charge and spin (eV): 0.494

```
! wB97M-V def2-TZVPD RIJCOSX def2/J DEFGRID3
* xyz -2 1
Cu -0.89851 -0.40754 -0.48910
C -4.25828 3.59823 0.11155
S -3.87291 3.18781 -1.61741
C -2.67910 1.87658 -1.20459
S -3.19074 0.27111 -1.27088
N -1.52216 2.37705 -0.88569
N -0.51028 1.50258 -0.63659
C 0.47608 2.02439 0.02175
C 1.68213 1.29085 0.31579
C 2.64178 1.82783 1.18874
C 3.75270 1.07902 1.51548
C 3.90380 -0.18635 0.96108
C 2.91963 -0.62933 0.08804
N 1.84999 0.07686 -0.23362
H -5.07540 4.31924 0.12973
H -3.36850 4.01502 0.57870
H -4.54993 2.67787 0.61539
H 0.36487 3.02896 0.42464
H 2.48457 2.81027 1.61754
H 4.49359 1.45999 2.20927
H 4.75015 -0.81306 1.20949
H 2.98706 -1.61338 -0.36849
N -0.49049 -1.96867 -1.44387
C -0.20576 -3.08552 -1.55239
C 0.14347 -4.42550 -1.75524
C -0.52747 -5.19023 -2.72694
N -1.06559 -5.82476 -3.53322
C 1.19413 -5.01087 -1.02420
N 2.06471 -5.51375 -0.44894
F 0.16567 -1.40396 2.11364
C -0.88474 -0.64536 1.58728
F -0.77658 0.54100 2.33181
F -1.99787 -1.24632 2.17126
*
```

***

Density functional theory data (the ωB97M-V functional and the def2-TZVPD basis) for C13H9N5S2 in the gas phase at a distorted geometry.

Summary:
Total energy (eV): -42744.4655
Lowest unoccupied orbital energy (eV): -0.01
SMILES: c1csc(Cc2nn3c(-c4ccncc4)nnc3s2)c1
HOMO level (eV): -8.89

```
! wB97M-V def2-TZVPD RIJCOSX def2/J DEFGRID3
* xyz 0 1
C 4.31806 3.31449 1.47079
C 3.87523 3.54032 0.15613
S 2.62724 2.33323 -0.20742
C 2.75343 1.67819 1.41029
C 1.97072 0.48185 1.78388
C 0.56203 0.54062 1.20077
N 0.05383 -0.46039 0.57477
N -1.26847 -0.05459 0.35310
C -2.41332 -0.43941 -0.33034
C -2.49434 -1.54655 -1.29292
C -1.62558 -2.65516 -1.15300
C -1.61429 -3.82005 -1.98129
N -2.58449 -3.93310 -2.82300
C -3.45579 -2.85506 -3.02348
C -3.49999 -1.74912 -2.25478
N -3.44317 0.32949 -0.06057
N -2.96682 1.44172 0.58637
C -1.72869 1.13658 0.92493
S -0.33989 1.97052 1.61517
C 3.76297 2.20462 2.16114
H 5.00967 3.91605 2.01846
H 4.17333 4.38539 -0.43630
H 2.17134 0.30714 2.82308
H 2.42518 -0.41299 1.39732
H -1.02774 -2.78549 -0.32026
H -0.78956 -4.60173 -2.03236
H -4.35093 -3.14825 -3.60651
H -4.23674 -0.97286 -2.09095
H 4.13680 1.85455 3.13697
*
```

***

Density functional theory data (the ωB97M-V functional and the def2-TZVPD basis) for C13H9NO2S2 in the gas phase at a distorted geometry.

Summary:
Total energy (eV): -40878.4510
Lowest unoccupied orbital energy (eV): -0.77
SMILES: CSc1sccc1/C=C(/C#N)C(=O)c1ccco1
HOMO level (eV): -8.51
ΔE to the lowest compared entry with this formula, charge and spin (eV): 4.625

```
! wB97M-V def2-TZVPD RIJCOSX def2/J DEFGRID3
* xyz 0 1
C 1.16101 -0.26637 -5.18611
S 0.66134 0.74349 -3.88022
C -0.40334 -0.25093 -2.82428
S -1.37182 -1.61283 -3.41486
C -2.17645 -1.71153 -1.80917
C -1.56369 -0.91471 -0.91168
C -0.53965 -0.10820 -1.45413
C 0.23029 1.07440 -0.79529
C 0.34438 1.40670 0.53340
C 1.39863 2.09341 1.04755
N 2.28568 2.64770 1.49822
C -0.64499 1.08378 1.59284
O -1.81277 1.51638 1.48289
C -0.26005 0.54332 3.01504
C 0.73870 -0.40188 3.18479
C 0.77245 -0.91062 4.49783
C -0.17140 -0.03072 5.12239
O -0.83741 0.79905 4.26332
H 1.58060 -1.20665 -4.77232
H 0.35276 -0.42993 -5.86569
H 1.99776 0.11537 -5.85385
H -3.01752 -2.41840 -1.59825
H -2.01951 -0.91522 0.12797
H 0.91527 1.57030 -1.47292
H 1.31608 -0.81688 2.41627
H 1.45750 -1.60768 4.89029
H -0.39386 0.00865 6.16598
*
```

***

Density functional theory data (the ωB97M-V functional and the def2-TZVPD basis) for a molecular structure, C14H10BF4N5O2S2V.

Summary:
Total energy (eV): -85141.0954
Lowest unoccupied orbital energy (spin up / spin down) (eV): 0.20 / 0.22
Expectation value of S²: 3.756
HOMO level (spin up / spin down) (eV): -7.64 / -8.35

```
! wB97M-V def2-TZVPD RIJCOSX def2/J DEFGRID3
* xyz 0 4
V -0.02763 -0.89283 0.55286
N 3.44526 -1.26503 -0.08931
C 2.66580 -2.33379 -0.28138
N 1.35217 -2.24498 -0.29156
C 0.76089 -3.49061 -0.47963
C 1.61955 -4.52100 -0.59138
S 3.25149 -3.93891 -0.51716
C -0.71369 -3.50238 -0.51979
C -1.54844 -4.55210 -0.63594
S -3.19316 -3.99789 -0.64412
C -2.64367 -2.37118 -0.47377
N -1.33456 -2.26273 -0.40952
N -3.44321 -1.29860 -0.42695
H 3.02711 -0.32925 -0.04865
H 4.44456 -1.34835 -0.09431
H 1.40216 -5.56551 -0.72775
H -1.30540 -5.59718 -0.71136
H -4.43579 -1.40463 -0.33419
H -3.02774 -0.36368 -0.37580
F -1.15759 -0.18522 2.35759
B -0.07237 -0.85852 3.02969
F -0.12211 -2.17968 2.47322
F -0.08679 -0.78664 4.36231
F 1.08658 -0.28692 2.38625
O -2.24713 1.36990 -0.32533
C -1.09756 1.78123 -0.36087
N 0.03121 1.00344 -0.31220
C 1.14416 1.80505 -0.36854
O 2.29994 1.41056 -0.36114
C 0.69663 3.23184 -0.48181
C 1.41522 4.40490 -0.57874
C 0.68240 5.58698 -0.64699
C -0.71130 5.57573 -0.61714
C -1.42204 4.38198 -0.52083
C -0.68265 3.21996 -0.45662
H 2.49649 4.39727 -0.59328
H 1.19986 6.53454 -0.72108
H -1.24571 6.51526 -0.66865
H -2.50289 4.35897 -0.49616
*
```

***

Density functional theory data (the ωB97M-V functional and the def2-TZVPD basis) for a molecular structure, C14H10BrF9IrO at a distorted geometry.

Summary:
Total energy (eV): -114063.0297
Lowest unoccupied orbital energy (spin up / spin down) (eV): 3.00 / 0.60
Expectation value of S²: 6.035
HOMO level (spin up / spin down) (eV): -2.52 / -4.47
ΔE to the lowest compared entry with this formula, charge and spin (eV): 0.346

```
! wB97M-V def2-TZVPD RIJCOSX def2/J DEFGRID3
* xyz -1 5
C 0.41879 1.28836 -1.82481
C 1.65006 0.69941 -1.36915
C 1.52598 -0.72768 -1.59123
H 2.53574 1.20555 -0.97290
C 0.17424 -1.04299 -2.00985
C -0.50777 0.20655 -2.18987
H -1.52618 0.32914 -2.53641
H 0.18904 2.34655 -1.83855
H 2.34414 -1.42216 -1.50928
H -0.20245 -2.04813 -2.20317
Ir -0.00353 0.05488 -0.10184
Br -0.92698 1.78814 1.11940
C -4.45406 2.85668 2.03211
C -5.07419 2.65805 0.75421
C -4.62283 3.69978 -0.12396
H -5.77740 1.85755 0.49657
C -3.72513 4.54211 0.61284
C -3.61992 4.02022 1.94465
H -3.01744 4.44341 2.75618
H -4.59912 2.23568 2.92331
H -4.92049 3.83563 -1.17042
H -3.21533 5.43367 0.22932
F 2.22299 -1.84705 2.73308
C 2.09914 -2.90847 1.91160
F 2.91033 -3.88439 2.33169
F 0.82073 -3.32674 2.00308
C 2.37280 -2.45428 0.46975
O 1.40787 -1.51935 0.42955
C 3.88896 -1.91164 0.39545
F 4.73777 -2.84475 0.86956
F 4.32336 -1.56067 -0.83691
F 3.99206 -0.80993 1.15113
C 2.17816 -3.72726 -0.50012
F 2.94787 -4.75130 -0.08346
F 0.89239 -4.10903 -0.46322
F 2.46427 -3.51363 -1.80452
*
```